Here is 2 unconnected molecules or ions with the total composition O5S2 from the OMol25 dataset. Energies are from wB97M-V/def2-TZVPD.

```
7
Properties=species:S:1:pos:R:3:forces:R:3
O 1.5385 1.2661 -0.1258 -0.66 -0.71 -1.31
O 2.2115 2.8370 1.5779 0.28 -0.86 0.09
O -0.9716 -1.0886 0.6235 1.27 -0.63 1.12
O -0.9102 -2.4322 -1.5117 -0.94 1.51 1.53
O -2.6187 -0.6376 -1.0052 0.12 -0.83 -0.82
S 2.2405 1.4853 1.0776 0.34 1.54 1.20
S -1.4900 -1.4302 -0.6364 -0.41 -0.01 -1.82
```
Positions in Å, forces in eV/Å.

Summary:
E_tot, eV: -31905.97283
Max |F|, Eh/bohr: 0.04558
ΔE to the lowest compared entry with this formula, charge and spin, kJ/mol: 20.8
E_HOMO, Eh: -0.4475
HOMO-LUMO gap, eV: 11.0